(1)
{"formula": "C4H13N3", "method": "ωB97M-V/def2-TZVPD", "elements": ["N", "C", "C", "N", "C", "C", "N", "H", "H", "H", "H", "H", "H", "H", "H", "H", "H", "H", "H", "H"], "xyz": [[2.5239, -1.3708, 0.6586], [2.3304, -0.2101, -0.2075], [1.2655, 0.7430, 0.3187], [-0.0640, 0.1313, 0.3436], [-0.8274, 0.3381, -0.8693], [-2.2264, -0.2227, -0.6778], [-2.9508, 0.5146, 0.3539], [2.5712, -1.0576, 1.6206], [3.4065, -1.8210, 0.4521], [3.2413, 0.4062, -0.2488], [2.1111, -0.4604, -1.2436], [1.2619, 1.5685, -0.4012], [1.5462, 1.1226, 1.2957], [-0.6364, 0.4957, 1.0965], [-0.3876, -0.2176, -1.7004], [-0.9026, 1.3991, -1.1686], [-2.1188, -1.2710, -0.3922], [-2.7430, -0.2896, -1.6484], [-3.5560, 1.2075, -0.0753], [-3.6087, -0.1025, 0.8190]], "forces_ev_per_angstrom": [[-0.166, -0.072, -0.317], [0.626, 0.707, 0.617], [-0.559, -0.591, -0.888], [0.013, 0.324, 0.240], [-0.307, -0.323, -0.176], [0.113, -0.488, -0.488], [-0.664, -0.121, 0.002], [-0.022, -0.049, 0.031], [-0.023, -0.035, -0.004], [0.080, -0.005, -0.156], [-0.172, -0.486, 0.031], [0.071, 0.430, 0.199], [-0.027, 0.006, 0.234], [0.172, 0.024, 0.089], [0.238, 0.095, -0.033], [0.120, -0.023, 0.033], [0.053, 0.070, 0.338], [-0.005, 0.395, 0.133], [0.265, 0.177, 0.000], [0.195, -0.034, 0.114]], "smiles": "NCCNCCN", "charge": 0, "orbital_gap_ev": 9.6, "e_above_lowest_kcal_mol": 17.9, "homo_ev": -8.444}

(2)
{"formula": "C4H13N3", "method": "ωB97M-V/def2-TZVPD", "elements": ["H", "N", "C", "N", "C", "H", "H", "H", "H", "H", "C", "N", "C", "H", "H", "H", "H", "H", "H", "H"], "xyz": [[-3.1039, -1.8547, -0.8537], [-2.2351, -1.3421, -0.7496], [-1.7526, -1.0545, -1.8915], [-0.6059, -0.3329, -2.0302], [-0.2138, 0.2361, -3.3046], [-2.1881, -1.4069, -2.8299], [-0.3389, 0.1798, -1.2044], [0.8570, 0.4342, -3.2917], [-0.4036, -0.4904, -4.0930], [-0.7376, 1.1667, -3.5436], [0.4996, -0.4171, 1.7493], [0.4694, 0.6734, 2.7143], [1.7488, 1.3450, 2.8198], [0.7154, -0.0074, 0.7619], [1.2743, -1.1628, 1.9762], [-0.4716, -0.9075, 1.6817], [0.2013, 0.3049, 3.6178], [2.5741, 0.7094, 3.1697], [1.6718, 2.2157, 3.4730], [2.0394, 1.7111, 1.8288]], "forces_ev_per_angstrom": [[0.102, -0.142, 0.012], [-0.166, 0.234, 0.025], [-0.076, -0.226, 0.226], [0.033, 0.138, -0.209], [0.040, -0.059, 0.117], [0.077, 0.116, -0.127], [0.012, -0.089, 0.067], [-0.008, 0.013, -0.044], [-0.020, 0.027, -0.044], [-0.015, -0.019, -0.018], [-0.018, 0.048, 0.093], [-0.086, -0.118, -0.055], [0.135, 0.207, -0.201], [0.071, 0.015, -0.028], [-0.002, -0.080, -0.069], [0.048, 0.024, 0.053], [-0.048, 0.073, 0.005], [-0.008, -0.082, 0.066], [-0.001, -0.080, 0.041], [-0.071, 0.002, 0.089]], "smiles": "[H]/N=C/NC.CNC", "charge": 0, "orbital_gap_ev": 9.6, "e_above_lowest_kcal_mol": 24.8, "homo_ev": -8.634}